[1]
{"formula": "C30H20N4O2PV", "method": "the ωB97M-V functional and the def2-TZVPD basis", "elements": ["V", "O", "C", "O", "C", "C", "C", "C", "C", "C", "C", "C", "C", "N", "H", "H", "H", "H", "H", "H", "C", "C", "C", "C", "C", "C", "P", "C", "C", "C", "C", "C", "C", "C", "C", "C", "C", "C", "C", "H", "H", "H", "H", "H", "H", "H", "H", "H", "H", "H", "H", "H", "H", "N", "C", "N", "C", "N"], "positions_angstrom": [[0.007, -0.118, 0.112], [3.458, 1.551, 0.109], [2.276, 1.480, 0.034], [1.560, 0.352, -0.028], [1.326, 2.642, 0.005], [1.810, 3.948, 0.109], [0.900, 4.968, 0.121], [-0.469, 4.677, -0.041], [-1.456, 5.689, -0.081], [-2.760, 5.375, -0.324], [-3.136, 4.038, -0.562], [-2.211, 3.034, -0.504], [-0.862, 3.318, -0.206], [0.051, 2.306, -0.121], [2.875, 4.106, 0.189], [1.220, 5.996, 0.228], [-1.148, 6.716, 0.068], [-3.507, 6.157, -0.358], [-4.164, 3.800, -0.800], [-2.486, 2.013, -0.720], [-6.819, 0.787, 1.316], [-6.534, -0.469, 0.804], [-5.226, -0.823, 0.506], [-4.193, 0.087, 0.720], [-4.482, 1.345, 1.248], [-5.789, 1.688, 1.550], [-2.459, -0.385, 0.381], [-2.625, -2.125, -0.143], [-2.720, -2.326, -1.520], [-2.785, -3.613, -2.031], [-2.734, -4.697, -1.166], [-2.650, -4.497, 0.206], [-2.605, -3.211, 0.724], [-1.743, -0.380, 2.071], [-2.431, -0.422, 3.280], [-1.710, -0.303, 4.460], [-0.327, -0.161, 4.441], [0.365, -0.118, 3.236], [-0.357, -0.203, 2.060], [-7.842, 1.062, 1.538], [-7.327, -1.185, 0.634], [-5.015, -1.810, 0.121], [-3.684, 2.046, 1.457], [-6.007, 2.658, 1.978], [-2.730, -1.473, -2.190], [-2.860, -3.771, -3.099], [-2.752, -5.703, -1.564], [-2.613, -5.348, 0.873], [-2.531, -3.052, 1.793], [-3.508, -0.538, 3.294], [-2.235, -0.316, 5.406], [0.217, -0.078, 5.373], [1.444, -0.021, 3.229], [0.230, -1.877, -0.062], [0.795, -2.938, -0.105], [1.379, -3.985, -0.246], [1.688, -5.139, 0.287], [1.980, -6.172, 0.709]], "total_charge": 1, "homo_ev": [-11.955, -11.987], "lumo_energy_ev": [-4.70, -4.30], "multiplicity": 2, "fmax_ev_per_a": 4.51, "mol_weight_g_mol": 550.43}


[2]
{"formula": "C13H19ClN2O2PdS", "method": "the ωB97M-V functional and the def2-TZVPD basis", "elements": ["Cl", "C", "C", "C", "H", "C", "C", "H", "H", "H", "C", "Pd", "C", "O", "C", "O", "H", "H", "H", "C", "N", "C", "C", "S", "N", "C", "C", "H", "H", "H", "H", "H", "H", "H", "H", "H", "H", "H", "H"], "positions_angstrom": [[1.453, -1.640, -4.508], [3.252, -0.210, 0.225], [3.115, 1.094, 0.758], [2.855, 1.989, -0.342], [3.217, 1.393, 1.811], [2.926, 1.252, -1.551], [3.157, -0.121, -1.209], [3.269, -0.894, -1.957], [3.470, -1.112, 0.782], [2.680, 3.071, -0.297], [2.965, 1.802, -2.922], [1.015, 0.591, -0.518], [-0.087, 0.863, -2.385], [-0.907, 1.119, -3.147], [0.698, -1.508, -0.866], [0.343, -2.607, -0.843], [2.215, 2.596, -3.058], [2.787, 1.010, -3.668], [3.953, 2.263, -3.127], [-3.168, 1.400, -0.004], [-2.837, 0.148, 0.664], [-3.933, -0.718, 1.054], [-1.578, -0.025, 1.112], [-0.560, 1.365, 0.913], [-1.198, -1.061, 1.892], [-1.856, -2.383, 1.837], [0.087, -0.988, 2.604], [-4.254, 1.460, -0.100], [-2.715, 1.456, -1.007], [-2.813, 2.264, 0.587], [-3.930, -1.655, 0.472], [-3.918, -0.931, 2.134], [-4.868, -0.200, 0.822], [-1.134, -3.129, 2.144], [-2.693, -2.441, 2.529], [-2.179, -2.635, 0.826], [0.877, -1.446, 2.023], [0.317, 0.057, 2.764], [-0.023, -1.489, 3.557]], "total_charge": 2, "homo_ev": [-14.674, -16.301], "lumo_energy_ev": [-6.38, -10.04], "multiplicity": 5, "fmax_ev_per_a": 4.94, "mol_weight_g_mol": 409.25}


[3]
{"formula": "C12H21N3O4Pb", "method": "the ωB97M-V functional and the def2-TZVPD basis", "elements": ["Pb", "C", "C", "O", "C", "C", "O", "C", "C", "O", "C", "C", "O", "H", "H", "H", "H", "H", "H", "H", "H", "H", "H", "H", "H", "H", "H", "H", "H", "N", "C", "C", "N", "C", "C", "N", "H", "H", "H", "H", "H"], "positions_angstrom": [[8.710, 6.342, 6.496], [6.206, 7.661, 8.380], [5.535, 7.920, 7.039], [6.432, 7.721, 5.881], [5.805, 7.494, 4.636], [6.745, 6.638, 3.714], [7.434, 5.533, 4.222], [6.747, 4.242, 4.312], [6.155, 4.009, 5.665], [7.204, 4.173, 6.677], [6.700, 4.038, 8.086], [5.940, 5.264, 8.520], [6.805, 6.366, 8.494], [5.503, 7.722, 9.157], [6.990, 8.382, 8.627], [5.164, 8.979, 7.173], [4.637, 7.244, 6.922], [5.546, 8.498, 4.130], [4.859, 6.972, 4.803], [7.538, 7.270, 3.278], [6.065, 6.307, 2.886], [7.588, 3.569, 4.124], [6.013, 4.211, 3.478], [5.805, 2.936, 5.795], [5.311, 4.754, 5.828], [7.564, 3.815, 8.704], [6.077, 3.176, 8.101], [5.590, 5.053, 9.541], [5.044, 5.341, 7.899], [13.746, 6.098, 4.809], [12.902, 5.812, 5.837], [11.629, 5.314, 5.511], [10.808, 4.951, 6.493], [11.208, 5.027, 7.809], [12.508, 5.460, 8.056], [13.339, 5.925, 7.140], [13.361, 6.157, 3.874], [14.481, 6.829, 4.956], [11.295, 5.225, 4.465], [10.578, 4.592, 8.599], [12.882, 5.571, 9.097]], "total_charge": 2, "homo_ev": -14.927, "lumo_energy_ev": -7.47, "fmax_ev_per_a": 2.40, "mol_weight_g_mol": 478.52}


[4]
{"formula": "C3H8NP", "method": "the ωB97M-V functional and the def2-TZVPD basis", "elements": ["C", "N", "C", "H", "H", "H", "H", "H", "C", "P", "H", "H", "H"], "positions_angstrom": [[-1.125, 0.578, 0.209], [-0.742, 0.786, -0.969], [-0.526, -0.309, -1.870], [-1.418, -0.448, 0.463], [-1.358, 1.486, 0.972], [-1.194, 0.078, -2.588], [0.498, -0.453, -2.264], [-0.901, -1.300, -1.509], [1.787, 0.122, 1.248], [1.034, -0.293, 2.653], [1.290, 0.183, 0.290], [2.884, 0.236, 1.238], [-0.228, -0.666, 2.128]], "total_charge": 0, "homo_ev": -9.671, "lumo_energy_ev": 0.22, "smiles": "C=NC.C=P", "fmax_ev_per_a": 3.02, "mol_weight_g_mol": 89.08}